ORCA calculation (ωB97M-V/def2-TZVPD) on C52H64N5O3P2STeTi as an isolated structure at a distorted geometry.

```
129
Properties=species:S:1:pos:R:3
Ti 0.762 0.138 0.956
C 6.331 -0.747 2.728
C 5.795 -1.443 1.478
N 5.234 -0.485 0.544
C 3.970 0.036 0.768
S 3.079 0.492 -0.621
N 3.578 0.239 1.989
N 2.294 0.644 2.151
C 1.978 1.151 3.348
C 3.027 1.388 4.406
C 0.604 1.385 3.544
C 0.040 2.077 4.640
C -1.304 2.373 4.643
C -2.085 1.964 3.549
C -1.497 1.229 2.542
N -0.199 0.917 2.519
H 6.842 -1.464 3.369
H 5.497 -0.306 3.267
H 7.027 0.042 2.447
H 5.038 -2.178 1.779
H 6.614 -1.959 0.962
H 5.330 -0.745 -0.430
H 3.997 1.146 3.974
H 2.853 0.743 5.269
H 3.043 2.425 4.747
H 0.679 2.399 5.450
H -1.756 2.933 5.452
H -3.130 2.224 3.481
H -2.078 0.900 1.687
C -2.898 -3.419 3.625
P -2.467 -1.636 3.343
C -1.553 -1.432 4.950
C -4.096 -0.886 3.896
C -5.060 -0.886 2.715
P -4.053 -0.570 1.156
C -4.746 -1.903 0.073
C -5.006 0.848 0.428
H -3.335 -3.574 4.613
H -1.971 -3.980 3.523
H -3.584 -3.767 2.857
H -2.175 -1.689 5.809
H -1.213 -0.402 5.034
H -0.682 -2.085 4.917
H -3.860 0.139 4.187
H -4.515 -1.400 4.768
H -5.841 -0.129 2.841
H -5.546 -1.862 2.626
H -5.837 -1.955 0.115
H -4.314 -2.853 0.382
H -4.419 -1.686 -0.945
H -6.058 0.620 0.258
H -4.522 1.107 -0.512
H -4.916 1.703 1.095
O -1.348 -2.886 1.243
C -1.373 -2.065 0.343
O -0.985 -0.870 0.331
H -1.808 -2.396 -0.663
C -3.607 -0.517 -8.348
C -3.091 -0.426 -6.937
C -3.496 0.565 -6.060
C -2.984 0.642 -4.764
C -3.588 1.660 -3.836
C -2.003 -0.248 -4.320
Te -0.742 -0.036 -2.213
N 0.197 1.164 -0.722
C -0.706 2.027 -0.344
O -1.879 2.074 -0.821
C -0.328 3.084 0.634
C -1.353 3.886 1.142
C -1.086 4.897 2.039
C 0.219 5.115 2.467
C 1.246 4.326 1.963
C 0.990 3.334 1.036
C 0.792 0.880 -3.455
C 1.993 0.215 -3.704
C 2.225 -1.240 -3.434
C 3.085 0.915 -4.209
C 3.031 2.270 -4.462
C 4.241 3.033 -4.924
C 1.823 2.916 -4.255
C 0.715 2.244 -3.760
C -0.554 3.021 -3.608
C -1.679 -1.305 -5.177
C -0.798 -2.431 -4.718
C -2.205 -1.382 -6.460
H -4.300 0.291 -8.570
H -4.122 -1.465 -8.511
H -2.779 -0.465 -9.058
H -4.245 1.285 -6.379
H -3.523 2.670 -4.245
H -3.088 1.629 -2.870
H -4.650 1.435 -3.692
H -2.359 3.685 0.804
H -1.894 5.510 2.418
H 0.435 5.903 3.177
H 2.260 4.487 2.303
H 1.806 2.761 0.600
H 1.297 -1.740 -3.177
H 2.914 -1.335 -2.594
H 2.670 -1.722 -4.308
H 4.014 0.383 -4.368
H 5.093 2.365 -5.038
H 4.499 3.802 -4.195
H 4.054 3.525 -5.881
H 1.746 3.978 -4.460
H -0.350 4.078 -3.435
H -1.143 2.636 -2.781
H -1.141 2.920 -4.523
H -0.830 -2.497 -3.631
H 0.231 -2.266 -5.032
H -1.140 -3.377 -5.140
H -1.929 -2.214 -7.102
C 3.209 -3.806 4.422
C 2.393 -2.691 4.627
C 1.802 -2.058 3.558
C 2.029 -2.484 2.234
C 1.468 -1.781 1.130
C 1.649 -2.358 -0.121
C 2.416 -3.504 -0.333
C 3.019 -4.138 0.729
C 2.822 -3.655 2.035
C 3.398 -4.293 3.154
H 3.686 -4.288 5.268
H 2.226 -2.335 5.637
H 1.134 -1.218 3.707
H 1.175 -1.880 -0.982
H 2.554 -3.880 -1.343
H 3.646 -5.012 0.578
H 4.005 -5.178 2.991
```

Computed properties:
Energy above the lowest of the compared OMol25 structures with the same formula, charge and spin, eV: 3.835
Total charge: -2
Spin multiplicity: 2

Atomic partial charges in e from the Löwdin method, atoms 1 to 4:
1 Ti 0.901
2 C -0.104
3 C -0.262
4 N -0.046

ORCA calculation (ωB97M-V/def2-TZVPD) on C23H43LaN2OP3S as an isolated structure at a distorted geometry.

```
74
Properties=species:S:1:pos:R:3
La 0.357 -0.970 -0.226
P -0.598 1.747 1.427
P -2.548 -0.856 -0.394
P 2.582 1.073 -0.273
H 1.614 -2.510 -4.300
C 2.273 -2.075 -3.462
C 2.392 -2.611 -2.107
H 1.731 -3.464 -1.765
C -1.119 3.355 0.688
C -2.014 1.540 2.581
C 0.632 2.383 2.653
C -3.134 -2.443 -1.114
C -3.851 -0.567 0.917
C -3.035 0.537 -1.517
C 3.928 0.575 -1.413
C 3.667 1.399 1.171
C 2.251 2.810 -0.789
H 3.180 -1.666 -3.964
H 3.414 -2.605 -1.675
H -1.265 4.060 1.514
H -2.055 3.248 0.136
H -0.362 3.746 0.008
H -1.965 2.232 3.434
H -1.975 0.513 2.972
H -2.962 1.700 2.055
H 0.100 2.895 3.463
H 1.330 3.082 2.194
H 1.174 1.538 3.073
H -4.194 -2.301 -1.293
H -2.998 -3.231 -0.394
H -2.607 -2.729 -2.029
H -4.443 0.357 0.703
H -3.318 -0.409 1.873
H -4.532 -1.432 1.007
H -3.729 0.175 -2.285
H -2.151 0.971 -2.011
H -3.510 1.320 -0.913
H 4.557 1.447 -1.595
H 3.517 0.224 -2.365
H 4.497 -0.236 -0.965
H 4.517 2.015 0.819
H 4.036 0.433 1.549
H 3.120 1.923 1.971
H 3.148 3.228 -1.262
H 1.970 3.425 0.074
H 1.424 2.822 -1.510
C -0.153 -0.110 -4.123
C -0.387 1.276 -4.303
C -1.246 1.666 -5.330
C -1.874 0.629 -6.097
C -1.918 -0.703 -5.601
C -1.032 -1.114 -4.566
S 1.276 -0.288 -3.068
H 0.758 0.354 -2.053
H 0.200 2.035 -3.693
H -1.349 2.738 -5.537
H -2.315 0.872 -7.069
H -2.599 -1.407 -6.071
H -0.970 -2.135 -4.158
N 1.068 -1.929 6.836
C 0.052 -2.335 5.994
O -0.985 -2.866 6.379
C 0.368 -2.078 4.531
C 1.593 -1.565 4.032
C 1.717 -1.415 2.674
N 0.717 -1.837 1.850
C -0.462 -2.341 2.308
C -0.617 -2.561 3.655
H 0.878 -1.987 7.831
H 1.923 -1.518 6.483
H 2.441 -1.345 4.665
H 2.567 -0.996 2.164
H -1.231 -2.582 1.568
H -1.471 -3.126 4.035
```

Computed properties:
Energy above the lowest of the compared OMol25 structures with the same formula, charge and spin, eV: 2.226
Total charge: +3

Atomic partial charges in e from the Löwdin method, atoms 1 to 4:
1 La 1.542
2 P 0.746
3 P 0.685
4 P 0.688

ORCA calculation (ωB97M-V/def2-TZVPD) on C24H44LaP2 as an isolated structure at a distorted geometry.

```
71
Properties=species:S:1:pos:R:3
La -0.147 1.012 -0.677
C 0.514 0.780 2.103
C 1.655 1.303 1.454
C -0.138 2.745 1.059
C -0.589 1.654 1.875
C 1.267 2.509 0.781
C 0.511 -0.360 3.063
H 1.124 -1.200 2.726
H -0.486 -0.754 3.238
H 0.906 -0.082 4.057
C -1.970 1.446 2.414
H -1.922 0.863 3.346
H -2.666 0.917 1.738
H -2.412 2.428 2.652
C -1.080 3.586 0.256
H -1.741 4.129 0.950
H -1.770 3.019 -0.439
H -0.536 4.319 -0.366
C 1.975 3.047 -0.417
H 2.518 3.973 -0.173
H 1.305 3.297 -1.267
H 2.737 2.355 -0.825
C 3.006 0.651 1.398
H 3.792 1.338 1.745
H 3.278 0.327 0.378
H 3.034 -0.237 2.041
C -0.567 -3.045 -0.695
C 0.406 -3.044 0.225
C 1.872 -2.936 -0.009
C 2.462 -2.674 -1.437
C 2.129 -1.428 -2.174
C 1.100 -1.225 -3.012
C -0.178 -2.006 -3.099
C -0.364 -3.233 -2.153
H 2.345 -3.888 0.301
H 2.297 -3.595 -2.045
H 2.270 -2.153 0.668
H 0.488 -3.919 -2.333
H -1.609 -2.942 -0.374
H 0.125 -2.997 1.279
H -1.257 -3.742 -2.549
H -1.032 -1.311 -2.976
H 1.131 -0.318 -3.638
H -0.286 -2.404 -4.128
H 3.553 -2.663 -1.268
H 2.880 -0.627 -2.063
P 1.836 -4.741 -3.789
C 0.683 -6.153 -3.811
C 3.434 -5.601 -3.642
P 2.500 -2.500 -5.733
C 1.774 -4.205 -5.539
C 4.210 -3.080 -6.155
C 2.012 -2.335 -7.502
H -0.305 -5.825 -4.163
H 0.580 -6.560 -2.796
H 1.094 -6.912 -4.485
H 3.432 -6.456 -4.324
H 3.539 -5.957 -2.608
H 4.273 -4.942 -3.860
H 2.388 -3.187 -8.077
H 2.433 -1.403 -7.894
H 0.917 -2.293 -7.575
H 0.718 -4.192 -5.859
H 2.330 -4.936 -6.154
H 4.753 -2.219 -6.568
H 4.161 -3.871 -6.912
H 4.751 -3.435 -5.276
C -2.518 0.568 -1.073
H -3.268 0.918 -0.334
H -2.759 -0.474 -1.364
H -2.609 1.210 -1.989
```

Computed properties:
Total charge: +1

Atomic partial charges in e from the Löwdin method, atoms 1 to 4:
1 La 1.963
2 C -0.279
3 C -0.292
4 C -0.390

| no. | calculated total energy (a.u.) |
| --- | --- |
| 1 | -4717.81221 |
| 2 | -2539.71814 |
| 3 | -1654.84805 |